[1]
The following is a DFT calculation (wB97M-V/def2-TZVPD) of one molecule with the formula H3NP2S in a non-equilibrium geometry.

Calculated values
**Total charge**: 0
**Energy above the lowest of the compared OMol25 structures with the same formula, charge and spin**: 167.7 kJ/mol
**SMILES string**: [H]/N=P/[PH2]=S
**HOMO energy**: -0.3166 Ha
**Gap between HOMO and LUMO**: 0.2699 hartree
**LUMO level**: -1.3 eV

```
7
H3NP2S wB97M-V/def2-TZVPD
H -2.397 1.019 0.296
N -1.404 0.747 0.422
P -0.282 1.757 0.060
P 1.406 0.134 -0.065
S 3.297 0.295 -0.160
H 0.861 -0.653 1.188
H 0.767 -0.689 -1.085
```

=====

[2]
The following is a DFT calculation (wB97M-V/def2-TZVPD) of one molecule with the formula H3NP2S in a non-equilibrium geometry.

Calculated values
**Total charge**: 0
**Energy above the lowest of the compared OMol25 structures with the same formula, charge and spin**: 203.4 kJ/mol
**SMILES string**: [H]/N=P/[PH2]=S
**HOMO energy**: -0.3034 Ha
**Gap between HOMO and LUMO**: 0.2650 hartree
**LUMO level**: -1.0 eV

```
7
H3NP2S wB97M-V/def2-TZVPD
H 1.835 -2.521 -1.386
N 1.309 -2.011 -0.814
P 0.441 -2.073 0.464
P -0.963 -0.130 0.481
S -2.507 -0.931 -0.457
H -1.400 -0.009 1.829
H -0.787 1.262 0.267
```

=====

[3]
The following is a DFT calculation (wB97M-V/def2-TZVPD) of a 2-piece molecular cluster, H3O2 overall in a non-equilibrium geometry.

Calculated values
**Total charge**: -1
**Energy above the lowest of the compared OMol25 structures with the same formula, charge and spin**: 13.8 kJ/mol
**HOMO energy**: -0.1084 Ha
**Gap between HOMO and LUMO**: 0.3206 hartree
**LUMO level**: 5.8 eV

```
5
H3O2 wB97M-V/def2-TZVPD
O 0.368 -0.821 0.871
H 0.339 -0.372 1.725
O -0.472 0.731 -0.911
H 0.505 0.788 -1.049
H -0.403 -0.045 -0.193
```

=====

[4]
The following is a DFT calculation (wB97M-V/def2-TZVPD) of a 2-piece molecular cluster, H3O2PS overall in a non-equilibrium geometry.

Calculated values
**Total charge**: 0
**Energy above the lowest of the compared OMol25 structures with the same formula, charge and spin**: 419.3 kJ/mol
**HOMO energy (spin up / spin down)**: -0.3520 / -0.3425 Ha
**Gap between HOMO and LUMO (spin up / spin down)**: 0.2581 / 0.2560 hartree
**LUMO level (spin up / spin down)**: -2.6 / -2.4 eV

```
7
H3O2PS wB97M-V/def2-TZVPD
O -0.531 1.354 0.353
O -0.684 -1.174 0.254
P -0.070 0.139 -0.604
S 2.776 -0.727 0.007
H 0.016 2.030 0.922
H -0.115 -1.942 0.379
H -1.391 0.320 -1.311
```

=====

[5]
The following is a DFT calculation (wB97M-V/def2-TZVPD) of a 2-piece molecular cluster, H3O2PS2 overall in a non-equilibrium geometry.

Calculated values
**Total charge**: 0
**Energy above the lowest of the compared OMol25 structures with the same formula, charge and spin**: 136.2 kJ/mol
**SMILES string**: O=PO.SS
**HOMO energy**: -0.3465 Ha
**Gap between HOMO and LUMO**: 0.3446 hartree
**LUMO level**: -0.1 eV

```
8
H3O2PS2 wB97M-V/def2-TZVPD
O 0.430 -1.145 0.852
P 1.217 -0.411 -0.177
O 1.822 -1.519 -1.182
H 1.630 -2.385 -0.878
S -2.093 0.859 0.653
S -1.017 1.830 -0.777
H -1.453 -0.007 1.428
H -0.538 2.776 0.081
```

=====

[6]
The following is a DFT calculation (wB97M-V/def2-TZVPD) of one molecule with the formula H3O2PS2 in a non-equilibrium geometry.

Calculated values
**Total charge**: 0
**Energy above the lowest of the compared OMol25 structures with the same formula, charge and spin**: 142.3 kJ/mol
**SMILES string**: OP(O)(=S)S
**HOMO energy**: -0.3244 Ha
**Gap between HOMO and LUMO**: 0.2989 hartree
**LUMO level**: -0.7 eV

```
8
H3O2PS2 wB97M-V/def2-TZVPD
O 0.948 0.767 -0.418
P -0.407 0.112 0.169
O -1.514 0.627 -0.882
S -0.134 0.632 2.458
S -0.083 -1.876 -0.322
H 1.607 0.845 0.291
H -1.457 0.122 -1.712
H -0.374 -2.313 1.026
```

=====

Look up the energy above the lowest of the compared OMol25 structures with the same formula, charge and spin of the fifth one. 136.2 kJ/mol

=====

Look up the total charge of the fourth one. 0

=====

Which formula does entry 1 have? H3NP2S

=====

energy above the lowest of the compared OMol25 structures with the same formula, charge and spin of number 5 (H3O2PS2)? 136.2 kJ/mol